Density functional theory data (ωB97M-V/def2-TZVPD) for a single C26H29NO4 molecule.

Values from the calculation:
Lowest unoccupied orbital energy: 0.654 eV
E: -37111.227 eV
HOMO-LUMO gap: 9.164 eV
Structure (SMILES): C#Cc1ccc([C@H]2C=C(C(=O)NCc3ccccc3)O[C@@H](OCC)[C@@H]2CCCO)cc1
Charge: 0
Energy relative to the best compared isomer or geometry (same formula, charge and spin): 204.86 kJ/mol

Structure (XYZ):
```
60
C26H29NO4, DFT ωB97M-V/def2-TZVPD
C 6.41 4.05 0.03
C 5.64 3.15 0.24
C 4.75 2.08 0.49
C 3.44 2.34 0.92
C 2.57 1.30 1.16
C 2.97 -0.02 0.98
C 2.03 -1.18 1.22
C 0.76 -0.76 1.88
C -0.42 -0.74 1.25
C -1.66 -0.30 1.94
O -1.65 0.15 3.07
N -2.78 -0.44 1.20
C -4.06 0.08 1.60
C -4.50 1.22 0.71
C -3.59 2.20 0.35
C -3.97 3.24 -0.48
C -5.28 3.31 -0.95
C -6.19 2.34 -0.59
C -5.80 1.29 0.23
O -0.59 -1.08 -0.08
C 0.60 -1.15 -0.82
O 1.10 0.11 -1.12
C 0.25 0.93 -1.90
C 0.96 2.25 -2.16
C 1.70 -1.93 -0.09
C 1.28 -3.37 0.21
C 0.93 -4.22 -1.02
C -0.59 -4.36 -1.20
O -1.21 -5.00 -0.11
C 4.27 -0.27 0.57
C 5.16 0.76 0.33
H 7.07 4.84 -0.16
H 3.13 3.36 1.05
H 1.56 1.51 1.48
H 2.55 -1.88 1.88
H 0.78 -0.46 2.91
H -2.68 -0.80 0.26
H -4.81 -0.72 1.59
H -3.94 0.43 2.63
H -2.58 2.15 0.72
H -3.26 4.00 -0.75
H -5.58 4.13 -1.59
H -7.21 2.39 -0.95
H -6.52 0.53 0.51
H 0.30 -1.66 -1.76
H -0.70 1.10 -1.36
H 0.02 0.42 -2.84
H 1.89 2.07 -2.67
H 1.18 2.74 -1.21
H 0.33 2.90 -2.76
H 2.57 -1.93 -0.75
H 2.12 -3.84 0.74
H 0.43 -3.37 0.89
H 1.35 -5.22 -0.90
H 1.36 -3.78 -1.92
H -1.07 -3.38 -1.26
H -0.80 -4.91 -2.13
H -0.79 -5.86 0.02
H 4.60 -1.30 0.45
H 6.17 0.55 0.01
```

So, what does the natural (NBO) scheme give us? The charges, in e, come out as: -0.22 -0.01 -0.15 -0.17 -0.22 0.12 -0.30 -0.21 0.19 0.63 -0.62 -0.60 -0.27 0.06 -0.25 -0.19 -0.22 -0.20 -0.24 -0.54 0.39 -0.55 -0.06 -0.62 -0.24 -0.41 -0.43 -0.06 -0.72 -0.24 -0.17 0.23 0.22 0.22 0.23 0.25 0.41 0.20 0.25 0.22 0.21 0.21 0.21 0.21 0.16 0.18 0.16 0.22 0.22 0.21 0.23 0.21 0.23 0.20 0.21 0.18 0.16 0.46 0.21 0.22

Density functional theory data (ωB97M-V/def2-TZVPD) for a molecular structure, C26H29NOOsP2S in a non-equilibrium geometry.

Values from the calculation:
Lowest unoccupied orbital energy (alpha / beta): -7.169 / -9.360 eV
E: -62832.642 eV
HOMO-LUMO gap (alpha / beta): 5.666 / 4.778 eV
Charge: +2
2S+1: 5
<S²>: 6.033

Structure (XYZ):
```
61
C26H29NOOsP2S, DFT ωB97M-V/def2-TZVPD
C -2.13 2.68 -3.28
C -1.87 1.51 -2.61
C -0.51 1.15 -2.45
C 0.54 2.10 -2.49
C 0.23 3.32 -3.14
C -1.06 3.54 -3.58
C 1.71 1.70 -1.79
C 2.15 0.41 -2.23
C 1.13 -0.58 -2.19
C 1.42 -1.96 -2.06
C 2.66 -2.37 -2.45
C 3.64 -1.42 -2.76
C 3.42 -0.07 -2.60
H -3.16 2.97 -3.53
H 1.06 3.99 -3.28
H -1.25 4.47 -4.17
H 2.45 2.43 -1.47
H 2.91 -3.46 -2.49
H 4.64 -1.75 -3.11
H 4.18 0.70 -2.76
N -0.20 -0.18 -2.20
Os -0.18 0.16 0.47
C -2.91 0.63 -1.95
H -2.88 -0.40 -2.34
H -3.93 1.07 -2.05
C 0.33 -2.85 -1.50
H -0.58 -2.83 -2.13
H 0.70 -3.88 -1.34
P -2.50 0.48 -0.12
P -0.26 -2.19 0.19
C 0.91 -3.05 1.31
H 0.64 -2.81 2.35
H 0.84 -4.14 1.16
H 1.93 -2.70 1.12
C -1.81 -3.18 0.39
H -1.56 -4.24 0.48
H -2.32 -2.84 1.30
H -2.46 -3.02 -0.48
C -2.88 2.15 0.53
H -3.82 2.53 0.12
H -2.95 2.09 1.62
H -2.06 2.83 0.26
C -3.89 -0.52 0.52
H -3.76 -0.64 1.61
H -4.84 -0.02 0.32
H -3.89 -1.52 0.06
C -0.92 -0.11 2.13
O -1.31 -0.25 3.24
H 0.91 1.23 -0.35
S 1.98 0.18 1.12
C 1.96 0.54 2.83
C 2.36 -0.49 3.69
C 2.30 -0.28 5.07
C 1.91 0.96 5.57
C 1.59 2.01 4.71
C 1.62 1.81 3.33
H 2.67 -1.43 3.26
H 2.56 -1.11 5.75
H 1.85 1.11 6.67
H 1.31 2.99 5.11
H 1.37 2.60 2.63
```

So, what does the natural (NBO) scheme give us? The charges, in e, come out as: -0.18 0.01 0.19 -0.11 -0.15 -0.14 -0.10 -0.12 0.22 0.01 -0.20 -0.12 -0.14 0.25 0.24 0.26 0.27 0.25 0.26 0.25 -0.46 0.01 -0.72 0.27 0.27 -0.72 0.27 0.26 1.07 1.04 -0.96 0.26 0.26 0.26 -0.95 0.27 0.26 0.25 -0.96 0.26 0.27 0.26 -0.95 0.26 0.27 0.25 0.56 -0.42 0.04 0.34 -0.26 -0.22 -0.17 -0.18 -0.18 -0.22 0.22 0.24 0.25 0.24 0.23

Density functional theory data (ωB97M-V/def2-TZVPD) for a molecular structure, C26H30Cl2NO4SbTm in a non-equilibrium geometry.

Values from the calculation:
Lowest unoccupied orbital energy (alpha / beta): -4.211 / -4.215 eV
E: -98237.745 eV
HOMO-LUMO gap (alpha / beta): 7.268 / 7.263 eV
Charge: +1
2S+1: 3
<S²>: 2.002

Structure (XYZ):
```
65
C26H30Cl2NO4SbTm, DFT ωB97M-V/def2-TZVPD
Tm -0.24 -1.12 -1.77
O 0.51 -4.99 -1.35
C 0.74 -3.86 -1.76
O -0.15 -3.16 -2.48
C 1.93 -3.12 -1.33
C 3.00 -3.85 -0.85
C 4.23 -3.21 -0.75
C 4.33 -1.81 -0.98
C 5.51 -1.13 -0.64
C 5.49 0.28 -0.73
C 4.35 0.95 -1.26
C 3.19 0.26 -1.56
C 3.15 -1.12 -1.41
N 1.96 -1.79 -1.52
H 2.90 -4.90 -0.67
H 5.12 -3.73 -0.48
H 6.36 -1.68 -0.25
H 6.26 0.88 -0.26
H 4.35 2.05 -1.28
H 2.29 0.76 -1.93
Cl -3.40 5.15 -4.00
C -2.39 3.83 -3.63
C -1.08 4.12 -3.15
C -0.28 3.07 -2.81
Cl 1.29 3.28 -2.22
C -0.74 1.71 -2.98
O 0.11 0.73 -2.71
C -2.11 1.46 -3.42
C -2.62 0.11 -3.44
O -2.08 -0.97 -2.89
C -2.96 2.59 -3.71
H -0.72 5.16 -3.12
H -3.57 -0.06 -3.95
H -4.03 2.51 -3.91
C -3.09 -2.35 2.44
C -2.01 -1.44 3.04
C -0.88 -2.23 3.70
Sb -1.06 -0.29 1.27
C 0.89 0.74 1.76
C 0.74 2.02 2.56
C 1.76 -0.30 2.43
C -2.52 1.43 1.05
C -2.88 2.04 2.40
C -3.73 0.82 0.33
H -3.35 -3.16 3.13
H -2.78 -2.84 1.48
H -4.02 -1.78 2.24
H -2.42 -0.66 3.71
H -0.34 -2.90 3.00
H -1.32 -2.88 4.46
H -0.08 -1.65 4.17
H 1.24 0.89 0.69
H 0.53 1.76 3.60
H -0.04 2.72 2.15
H 1.67 2.61 2.54
H 1.43 -0.44 3.48
H 2.82 0.05 2.58
H 1.77 -1.28 1.97
H -1.94 2.11 0.38
H -3.46 1.33 2.97
H -3.46 2.95 2.22
H -2.00 2.30 3.04
H -4.25 0.05 0.93
H -3.50 0.38 -0.65
H -4.46 1.62 0.13
```

So, what does the natural (NBO) scheme give us? The charges, in e, come out as: 2.12 -0.55 0.71 -0.85 0.14 -0.22 -0.07 -0.10 -0.16 -0.19 -0.19 -0.18 0.16 -0.60 0.27 0.23 0.23 0.23 0.23 0.24 0.05 -0.09 -0.15 -0.14 0.07 0.43 -0.85 -0.28 0.46 -0.74 -0.15 0.26 0.19 0.25 -0.65 -0.36 -0.65 0.73 -0.43 -0.64 -0.65 -0.42 -0.64 -0.64 0.23 0.22 0.22 0.22 0.21 0.23 0.22 0.21 0.22 0.22 0.23 0.21 0.23 0.21 0.22 0.21 0.23 0.22 0.22 0.20 0.22

Density functional theory data (ωB97M-V/def2-TZVPD) for 2 unconnected molecules or ions with the total composition C26H30ClN2O2P in a non-equilibrium geometry.

Values from the calculation:
Lowest unoccupied orbital energy: -0.666 eV
E: -56333.464 eV
HOMO-LUMO gap: 7.760 eV
Structure (SMILES): C#Cc1c(CC(=O)Cl)ccc2nc(P(CC)CC)c(OCCCC)nc12.c1ccccc1
Charge: 0

Structure (XYZ):
```
62
C26H30ClN2O2P, DFT ωB97M-V/def2-TZVPD
C -3.42 2.73 3.40
C -3.03 1.81 2.73
C -2.45 0.59 2.24
C -3.05 -0.62 2.49
C -4.36 -0.67 3.24
C -5.18 -1.87 2.84
O -5.06 -2.97 3.24
Cl -6.41 -1.50 1.60
C -2.41 -1.80 2.03
C -1.23 -1.74 1.35
C -0.62 -0.50 1.06
N 0.55 -0.49 0.36
C 1.04 0.70 0.10
P 2.62 0.90 -0.87
C 3.86 -0.09 0.09
C 3.72 0.12 1.60
C 2.33 -0.16 -2.35
C 1.18 0.36 -3.21
C 0.39 1.89 0.56
O 0.96 3.09 0.30
C 0.62 3.65 -0.99
C 0.17 5.10 -0.87
C -1.33 5.34 -1.05
C -2.23 4.42 -0.23
N -0.69 1.88 1.26
C -1.24 0.67 1.51
H -3.71 3.57 3.98
H -4.92 0.22 2.97
H -4.22 -0.66 4.32
H -2.87 -2.75 2.24
H -0.76 -2.66 1.03
H 4.85 0.17 -0.27
H 3.69 -1.15 -0.13
H 2.83 -0.39 1.94
H 4.58 -0.30 2.11
H 3.61 1.18 1.84
H 3.26 -0.23 -2.91
H 2.09 -1.17 -2.02
H 1.00 -0.34 -4.03
H 1.42 1.33 -3.62
H 0.26 0.43 -2.62
H 1.53 3.59 -1.60
H -0.12 3.02 -1.49
H 0.49 5.50 0.08
H 0.69 5.65 -1.65
H -1.52 6.37 -0.73
H -1.61 5.30 -2.10
H -1.91 4.38 0.81
H -2.23 3.41 -0.65
H -3.26 4.77 -0.27
C 0.70 -4.21 -1.67
C 1.80 -3.77 -0.95
C 2.94 -4.55 -0.88
C 2.98 -5.78 -1.53
C 1.88 -6.22 -2.26
C 0.74 -5.43 -2.33
H -0.19 -3.59 -1.73
H 1.76 -2.81 -0.44
H 3.80 -4.21 -0.31
H 3.88 -6.39 -1.48
H 1.92 -7.17 -2.76
H -0.12 -5.77 -2.89
```

So, what does the natural (NBO) scheme give us? The charges, in e, come out as: -0.20 -0.01 -0.14 0.05 -0.55 0.59 -0.49 -0.09 -0.21 -0.17 0.07 -0.37 -0.10 0.76 -0.69 -0.61 -0.70 -0.61 0.49 -0.52 -0.07 -0.43 -0.39 -0.61 -0.41 0.21 0.24 0.26 0.26 0.23 0.23 0.23 0.21 0.21 0.22 0.21 0.23 0.22 0.22 0.21 0.20 0.20 0.18 0.22 0.21 0.20 0.19 0.22 0.20 0.21 -0.16 -0.25 -0.20 -0.22 -0.21 -0.23 0.20 0.23 0.21 0.21 0.21 0.21

Density functional theory data (ωB97M-V/def2-TZVPD) for a single C26H30N4O5S molecule in a non-equilibrium geometry.

Values from the calculation:
Lowest unoccupied orbital energy: -0.342 eV
E: -54457.449 eV
HOMO-LUMO gap: 7.114 eV
Structure (SMILES): CCOc1ccc(NC(=S)N(CCN2CCOCC2)Cc2cc3cc4c(cc3[nH]c2=O)OCO4)cc1
Charge: 0
Energy relative to the best compared isomer or geometry (same formula, charge and spin): 2500.93 kJ/mol

Structure (XYZ):
```
66
C26H30N4O5S, DFT ωB97M-V/def2-TZVPD
C -5.00 -4.64 -2.53
C -5.36 -3.25 -2.21
O -5.08 -2.86 -0.88
C -3.90 -2.73 -0.49
C -2.85 -2.67 -1.46
C -1.67 -2.31 -0.74
C -1.50 -2.29 0.75
N -0.30 -1.77 1.08
C 1.08 -1.95 0.55
S 1.46 -2.49 -0.69
N 1.96 -0.96 1.45
C 3.35 -1.06 1.37
C 3.86 -0.05 0.28
N 5.05 -0.04 0.03
C 5.32 -1.12 -1.23
C 6.88 -1.41 -1.41
O 7.45 0.01 -1.84
C 7.47 0.85 -0.78
C 5.89 1.04 -0.54
C 1.48 -0.13 2.30
C 0.27 0.71 2.07
C 0.47 1.42 0.94
C -0.71 2.30 0.51
C -0.57 3.34 -0.61
C -1.79 4.02 -0.88
C -2.94 3.77 -0.44
C -3.07 2.98 0.83
C -1.79 2.32 1.05
N -1.95 1.47 2.12
C -0.96 0.56 2.52
O -1.09 -0.15 3.60
O -3.82 4.40 -0.92
C -3.10 5.27 -2.00
O -1.84 5.00 -2.29
C -2.53 -2.33 1.31
C -3.81 -2.59 0.82
H -4.12 -4.76 -2.41
H -5.49 -5.49 -1.94
H -5.29 -4.90 -3.62
H -5.03 -2.49 -2.77
H -6.56 -3.17 -2.35
H -2.92 -2.61 -2.46
H -0.65 -2.08 -1.17
H -0.25 -1.61 2.20
H 3.55 -2.01 0.67
H 3.81 -0.86 2.12
H 3.18 0.07 -0.56
H 3.61 0.93 0.54
H 5.03 -2.12 -0.89
H 5.10 -0.81 -2.10
H 7.16 -1.91 -2.32
H 7.54 -1.61 -0.61
H 7.67 1.90 -1.05
H 7.77 0.63 0.14
H 5.79 1.73 0.26
H 5.41 1.65 -1.62
H 1.22 -0.43 3.38
H 2.37 0.53 2.50
H 1.34 1.61 0.36
H 0.31 3.39 -1.02
H -3.94 2.78 1.30
H -2.87 1.10 2.62
H -3.19 6.50 -1.86
H -3.76 4.96 -2.82
H -2.43 -2.08 2.52
H -4.56 -2.81 1.56
```

So, what does the natural (NBO) scheme give us? The charges, in e, come out as: -0.60 -0.06 -0.48 0.33 -0.33 -0.13 0.04 -0.65 0.10 0.15 -0.47 -0.17 -0.23 -0.41 -0.25 -0.08 -0.56 -0.06 -0.21 -0.22 -0.13 -0.03 -0.13 -0.10 0.18 0.27 -0.29 0.16 -0.55 0.60 -0.68 -0.43 0.20 -0.50 -0.16 -0.32 0.18 0.22 0.21 0.18 0.18 0.22 0.20 0.43 0.20 0.17 0.14 0.18 0.21 0.18 0.21 0.19 0.19 0.16 0.18 0.13 0.18 0.21 0.21 0.21 0.22 0.44 0.17 0.16 0.20 0.23

Density functional theory data (ωB97M-V/def2-TZVPD) for a molecular structure, C26H30NO3PdS3 in a non-equilibrium geometry.

Values from the calculation:
Lowest unoccupied orbital energy: -5.157 eV
E: -71059.222 eV
HOMO-LUMO gap: 5.455 eV
Charge: +1
Energy relative to the best compared isomer or geometry (same formula, charge and spin): 0.00 kJ/mol

Structure (XYZ):
```
64
C26H30NO3PdS3, DFT ωB97M-V/def2-TZVPD
Pd 0.45 -0.70 -1.19
C -2.08 1.58 -0.72
C -0.76 1.96 -1.01
C -0.23 1.12 -2.20
C -1.24 0.24 -2.49
C -2.37 0.49 -1.50
C -3.57 -0.38 -1.43
C -1.56 -0.45 -3.77
C 0.85 1.68 -3.07
C -0.10 3.17 -0.53
C -2.89 2.17 0.38
H -4.43 0.13 -1.87
H -3.82 -0.60 -0.39
H -3.42 -1.32 -1.96
H -2.43 0.04 -4.21
H -1.83 -1.50 -3.63
H -0.75 -0.37 -4.51
H 0.60 2.70 -3.37
H 0.97 1.10 -3.98
H 1.81 1.72 -2.54
H -0.59 4.00 -1.07
H 0.96 3.20 -0.73
H -0.30 3.34 0.53
H -3.91 1.80 0.35
H -2.93 3.26 0.30
H -2.46 1.92 1.36
N 1.23 -1.56 -2.90
C 1.83 -2.91 -2.70
C 2.91 -2.86 -1.65
C 2.39 -2.62 -0.23
O 3.10 -2.87 0.71
O 1.15 -2.21 -0.12
H 0.57 -1.62 -3.67
H 1.97 -0.93 -3.22
H 2.24 -3.26 -3.65
H 1.03 -3.58 -2.39
H 3.67 -2.11 -1.88
H 3.44 -3.82 -1.62
O -0.22 0.35 0.39
C 0.32 0.11 1.70
C 1.83 0.18 1.69
C 2.70 -0.02 2.71
C 4.05 0.22 2.36
C 4.19 0.63 1.08
S 2.67 0.73 0.28
C -0.25 -1.23 2.13
C -1.47 -1.71 1.77
C -1.79 -2.96 2.37
C -0.79 -3.39 3.18
S 0.54 -2.31 3.20
C -0.22 1.19 2.63
C -1.37 1.17 3.37
C -1.58 2.37 4.10
C -0.59 3.28 3.91
S 0.61 2.69 2.84
H 2.39 -0.33 3.70
H 4.88 0.09 3.04
H 5.10 0.88 0.55
H -2.12 -1.18 1.08
H -2.70 -3.50 2.20
H -0.75 -4.30 3.76
H -2.02 0.31 3.42
H -2.42 2.53 4.76
H -0.48 4.25 4.36
```

So, what does the natural (NBO) scheme give us? The charges, in e, come out as: 1.00 -0.14 0.51 -0.15 0.05 0.20 -0.69 -0.67 -0.65 -0.73 -0.66 0.26 0.26 0.24 0.26 0.25 0.22 0.25 0.22 0.25 0.27 0.25 0.28 0.23 0.24 0.26 -0.76 -0.22 -0.55 0.78 -0.58 -0.77 0.40 0.39 0.21 0.22 0.23 0.26 -0.73 0.15 -0.21 -0.23 -0.22 -0.40 0.37 -0.20 -0.27 -0.26 -0.41 0.52 -0.22 -0.25 -0.25 -0.41 0.46 0.24 0.24 0.25 0.21 0.23 0.25 0.25 0.23 0.25

Density functional theory data (ωB97M-V/def2-TZVPD) for a molecular structure, C26H30OPPtS3Se2.

Values from the calculation:
Lowest unoccupied orbital energy (alpha / beta): -3.278 / -3.278 eV
E: -205227.116 eV
HOMO-LUMO gap (alpha / beta): 6.846 / 6.845 eV
Charge: +1
Energy relative to the best compared isomer or geometry (same formula, charge and spin): 89.04 kJ/mol

Structure (XYZ):
```
64
C26H30OPPtS3Se2, DFT ωB97M-V/def2-TZVPD
Pt 0.01 0.22 0.77
C 2.97 -2.03 1.49
C 3.47 -0.76 0.83
S 2.31 0.59 0.41
C 2.69 1.81 1.70
C 2.34 1.37 3.12
S 0.59 0.87 3.26
C 0.69 -0.57 4.35
C 1.06 -1.85 3.65
S 2.85 -2.04 3.30
H 3.71 -2.79 1.26
H 2.03 -2.36 1.06
H 3.90 -1.02 -0.14
H 4.25 -0.30 1.42
H 2.12 2.70 1.41
H 3.75 2.04 1.63
H 2.51 2.20 3.80
H 2.96 0.52 3.43
H -0.32 -0.65 4.77
H 1.35 -0.34 5.18
H 0.51 -1.94 2.70
H 0.78 -2.68 4.29
Se -2.41 0.16 1.09
P -2.54 2.26 0.42
Se -0.46 2.48 -0.25
C -3.67 2.50 -0.97
C -4.57 3.54 -1.08
C -5.36 3.66 -2.21
C -5.23 2.74 -3.24
C -4.31 1.70 -3.14
C -3.53 1.58 -2.01
C -2.95 3.32 1.83
C -1.90 3.69 2.66
C -2.14 4.42 3.81
C -3.44 4.78 4.13
C -4.49 4.40 3.31
C -4.25 3.66 2.17
H -4.65 4.31 -0.31
H -6.05 4.47 -2.29
H -5.84 2.83 -4.13
H -4.21 0.99 -3.94
H -2.82 0.77 -1.92
H -0.88 3.41 2.41
H -1.32 4.70 4.45
H -3.63 5.36 5.02
H -5.50 4.66 3.56
H -5.10 3.32 1.58
C -0.97 -4.23 0.39
C -0.78 -2.85 -0.17
O -0.03 -2.06 0.40
C -1.47 -2.47 -1.40
C -0.86 -1.52 -2.23
C -1.46 -1.17 -3.42
C -2.68 -1.73 -3.78
C -3.30 -2.65 -2.95
C -2.69 -3.04 -1.77
H -0.16 -4.45 1.08
H -1.03 -4.97 -0.39
H -1.91 -4.25 0.94
H 0.08 -1.08 -1.93
H -0.97 -0.47 -4.08
H -3.15 -1.44 -4.71
H -4.25 -3.07 -3.23
H -3.16 -3.78 -1.14
```

So, what does the natural (NBO) scheme give us? The charges, in e, come out as: 0.47 -0.56 -0.54 0.36 -0.54 -0.57 0.22 -0.54 -0.55 0.20 0.24 0.25 0.24 0.24 0.25 0.24 0.24 0.25 0.25 0.24 0.24 0.23 -0.28 1.02 -0.31 -0.35 -0.20 -0.21 -0.17 -0.20 -0.19 -0.34 -0.20 -0.19 -0.17 -0.20 -0.21 0.23 0.23 0.23 0.22 0.23 0.23 0.22 0.23 0.23 0.23 -0.72 0.65 -0.66 -0.22 -0.14 -0.22 -0.17 -0.23 -0.10 0.25 0.25 0.26 0.23 0.23 0.22 0.23 0.21

Q: What is the formula in the sixth record?
A: C26H30NO3PdS3